41
Properties=species:S:1:pos:R:3 method="wB97M-V/def2-TZVPD" total_charge=-1 homo_ev=-4.62 lumo_energy_ev=2.791
O -1.562 -1.730 1.890
C -1.669 -1.890 0.732
F -2.707 -1.354 0.074
C -0.791 -2.755 -0.146
N 0.432 -2.133 -0.571
C 1.235 -1.513 0.475
C 2.717 -1.525 0.047
C 3.535 -2.736 0.483
C 3.771 -2.994 1.966
F 4.939 -3.733 2.071
Br 4.098 -1.370 2.946
C 2.652 -3.923 2.619
F 3.253 -5.003 3.189
F 1.838 -4.399 1.644
Br 1.504 -3.138 3.968
C 0.803 -0.040 0.724
O 1.303 0.521 1.714
O 0.074 0.438 -0.185
H -0.608 -3.670 0.414
H -1.365 -3.020 -1.032
H 0.231 -1.428 -1.267
H 1.091 -2.096 1.378
H 3.196 -0.598 0.342
H 2.722 -1.548 -1.040
H 4.539 -2.633 0.075
H 3.113 -3.628 0.033
C -2.057 2.626 -0.212
C -1.349 3.403 -1.300
O -2.022 3.410 -2.558
C -3.326 3.942 -2.554
C -3.409 5.396 -2.114
H -2.195 1.590 -0.516
H -1.447 2.624 0.690
H -3.035 3.051 0.036
H -0.384 2.937 -1.492
H -1.152 4.434 -0.977
H -3.994 3.323 -1.943
H -3.672 3.857 -3.586
H -3.090 5.527 -1.080
H -4.438 5.752 -2.193
H -2.775 6.022 -2.744

88
Properties=species:S:1:pos:R:3 method="wB97M-V/def2-TZVPD" total_charge=+1 homo_ev=-12.92 lumo_energy_ev=-5.285
N 2.988 1.919 -0.460
C 2.377 1.166 -1.080
O 1.626 0.466 -1.926
S 0.131 0.093 -1.284
N -0.695 1.472 -0.958
H 0.450 -0.355 -0.034
H -0.354 2.271 -1.501
H -0.552 1.725 0.033
C 0.296 0.640 3.432
C 0.168 1.849 4.335
O 0.384 2.929 3.419
C -0.011 2.518 2.218
O -0.234 3.223 1.277
O -0.174 1.172 2.171
F 1.124 1.871 5.279
H 1.331 0.317 3.327
H -0.317 -0.197 3.750
H -0.812 1.970 4.800
C -3.912 0.845 1.195
C -3.013 -0.358 1.325
O -3.905 -1.437 1.181
C -4.948 -0.994 0.400
O -5.729 -1.713 -0.123
O -4.930 0.351 0.311
F -2.419 -0.441 2.542
H -4.355 1.127 2.146
H -3.414 1.713 0.769
H -2.239 -0.432 0.555
C 3.254 -2.428 -5.238
C 1.906 -2.138 -4.630
O 1.393 -3.427 -4.367
C 2.467 -4.255 -4.166
O 2.410 -5.326 -3.672
O 3.606 -3.650 -4.584
F 1.078 -1.495 -5.490
H 3.188 -2.591 -6.314
H 3.991 -1.655 -5.035
H 1.955 -1.567 -3.699
C 6.729 -4.251 -2.191
C 6.033 -3.850 -0.913
O 5.877 -2.444 -1.082
C 5.815 -2.207 -2.414
O 5.425 -1.186 -2.895
O 6.225 -3.275 -3.116
F 6.787 -4.087 0.181
H 7.812 -4.150 -2.115
H 6.482 -5.257 -2.517
H 5.050 -4.303 -0.773
C -3.809 -4.199 -0.830
C -3.523 -4.600 0.598
O -2.095 -4.626 0.624
C -1.661 -3.752 -0.307
O -0.544 -3.335 -0.381
O -2.658 -3.392 -1.139
F -3.994 -5.830 0.889
H -3.833 -5.064 -1.493
H -4.726 -3.627 -0.941
H -3.879 -3.893 1.346
C -3.045 6.556 2.445
C -2.153 5.348 2.581
O -3.053 4.266 2.443
C -4.084 4.704 1.664
O -4.871 3.987 1.141
O -4.065 6.052 1.565
F -1.573 5.277 3.806
H -3.489 6.839 3.399
H -2.546 7.417 2.010
H -1.380 5.270 1.816
C -6.374 -0.047 5.139
C -6.118 0.740 6.404
O -4.771 1.161 6.227
C -4.544 1.250 4.896
O -3.615 1.806 4.403
O -5.522 0.623 4.197
F -6.202 -0.031 7.507
H -6.059 -1.086 5.240
H -7.410 -0.015 4.813
H -6.754 1.617 6.531
C 6.341 1.061 -4.894
C 6.163 2.207 -3.928
O 6.372 3.337 -4.751
C 6.014 2.989 -6.025
O 5.821 3.754 -6.904
O 5.894 1.640 -6.125
F 7.090 2.195 -2.941
H 7.389 0.773 -4.982
H 5.751 0.190 -4.636
H 5.170 2.270 -3.478

98
Properties=species:S:1:pos:R:3 method="wB97M-V/def2-TZVPD" total_charge=-1 homo_ev="-5.16 / -5.18" multiplicity=8 lumo_energy_ev="2.242 / 2.489"
Gd -0.103 -0.077 0.339
C -2.658 0.570 3.473
N -2.757 1.137 2.133
C -4.042 0.726 1.570
C -3.921 -0.614 0.828
C -3.965 -0.468 -0.693
N -2.640 -0.458 -1.296
C -2.674 -0.625 -2.576
C -1.598 -0.754 -3.493
C -1.911 -0.983 -4.845
C -0.939 -1.190 -5.788
C 0.402 -1.215 -5.381
C 0.748 -1.005 -4.077
C -0.228 -0.717 -3.077
O 0.096 -0.461 -1.872
C -2.620 2.590 2.243
C -2.622 3.376 0.925
C -1.802 2.737 -0.204
N -0.441 2.395 0.185
C 0.408 3.360 0.208
C 1.817 3.241 0.444
C 2.592 4.408 0.503
C 3.963 4.383 0.603
C 4.619 3.148 0.603
C 3.902 1.985 0.542
C 2.477 1.965 0.501
O 1.866 0.849 0.522
H -2.792 -0.510 3.429
H -3.425 1.005 4.139
H -1.684 0.774 3.905
H -4.401 1.489 0.877
H -4.799 0.648 2.371
H -4.719 -1.287 1.146
H -2.961 -1.072 1.097
H -4.489 0.463 -0.958
H -4.563 -1.289 -1.119
H -3.660 -0.724 -3.063
H -2.956 -0.999 -5.137
H -1.198 -1.348 -6.827
H 1.181 -1.400 -6.111
H 1.782 -1.070 -3.778
H -1.668 2.772 2.743
H -3.417 2.998 2.895
H -2.228 4.368 1.150
H -3.641 3.510 0.554
H -1.789 3.423 -1.063
H -2.291 1.811 -0.517
H 0.078 4.380 -0.030
H 2.082 5.363 0.470
H 4.535 5.301 0.662
H 5.702 3.112 0.635
H 4.389 1.018 0.539
Br 0.771 1.547 3.185
C 1.130 -0.139 4.069
C 1.961 -0.050 5.154
C 2.201 -1.173 5.952
C 1.606 -2.354 5.620
C 0.787 -2.467 4.476
C 0.228 -3.715 4.146
C -0.607 -3.812 3.072
C -0.898 -2.683 2.292
C -0.350 -1.412 2.482
C 0.506 -1.334 3.640
H 2.422 0.892 5.404
H 2.840 -1.080 6.820
H 1.750 -3.229 6.239
H 0.494 -4.584 4.734
H -1.031 -4.770 2.800
H -1.602 -2.845 1.480
Cl -3.253 -6.985 -0.679
C -1.937 -5.849 -0.690
C -2.201 -4.504 -0.878
C -1.146 -3.607 -0.896
C 0.166 -4.040 -0.733
C 0.404 -5.398 -0.556
C -0.642 -6.307 -0.523
C 1.323 -3.015 -0.731
O 2.308 -3.260 -1.422
O 1.142 -2.018 0.022
H -3.217 -4.159 -1.000
H -1.339 -2.549 -1.038
H 1.420 -5.744 -0.429
H -0.459 -7.361 -0.371
C 4.668 2.412 -3.138
N 3.255 2.581 -2.978
C 2.618 3.853 -3.160
C 1.158 3.508 -2.746
O 0.249 4.312 -2.769
N 1.120 2.217 -2.370
C 2.341 1.712 -2.471
N 2.609 0.459 -2.158
H 4.957 2.591 -4.181
H 4.962 1.401 -2.864
H 5.213 3.114 -2.498
H 2.667 4.203 -4.196
H 3.034 4.621 -2.500
H 1.807 -0.091 -1.810
H 3.534 0.072 -2.139